[1]
This record from the OMol25 dataset describes C5H6IrO3 as an isolated structure in a non-equilibrium geometry. The level of theory is the ωB97M-V functional and the def2-TZVPD basis.

HOMO energy (alpha / beta)   -13.15 / -13.57 eV
Orbital gap (alpha / beta)   0.363 / 0.248 Eh
Expectation value of S²   6.003

```
! RIJCOSX wB97M-V def2-TZVPD def2/J DEFGRID3
* xyz 1 5
O 0.233 0.722 -1.892
C 0.000 0.573 -0.709
O 0.933 0.340 0.193
O -1.207 0.629 -0.182
C -1.147 0.291 1.213
C 0.356 0.354 1.527
C 0.869 -0.789 2.341
C 1.210 -1.967 1.808
Ir -0.955 1.108 -3.492
H -1.566 -0.715 1.341
H -1.733 1.020 1.778
H 0.631 1.314 1.982
H 0.826 -0.672 3.430
H 2.098 -2.359 2.366
H 1.199 -2.127 0.727
*
```

---

[2]
This record from the OMol25 dataset describes C5H6KMgO4 as an isolated structure in a non-equilibrium geometry. The level of theory is the ωB97M-V functional and the def2-TZVPD basis.

HOMO energy   -2.07 eV
Orbital gap   0.153 Eh

```
! RIJCOSX wB97M-V def2-TZVPD def2/J DEFGRID3
* xyz -1 1
C -1.339 -1.329 -1.182
C -1.296 -0.662 -2.575
C -0.960 0.789 -2.413
C 0.328 1.225 -2.533
O 0.852 2.240 -1.910
O -0.263 -0.996 -0.343
Mg 1.436 -2.066 -0.125
K 0.529 1.401 0.066
H -1.405 -2.427 -1.308
H -2.279 -0.996 -0.698
H -2.266 -0.841 -3.070
H -0.520 -1.154 -3.186
H -1.665 1.410 -1.840
H 1.024 0.582 -3.116
O -0.663 0.310 2.499
O -2.889 -0.240 2.446
C -1.730 -0.186 2.371
*
```

---

[3]
This record from the OMol25 dataset describes C5H6KMgO4 as an isolated structure in a non-equilibrium geometry. The level of theory is the ωB97M-V functional and the def2-TZVPD basis.

HOMO energy (alpha / beta)   -13.83 / -16.21 eV
Orbital gap (alpha / beta)   0.154 / 0.240 Eh
Expectation value of S²   0.778

```
! RIJCOSX wB97M-V def2-TZVPD def2/J DEFGRID3
* xyz 2 2
O 3.261 0.569 0.607
C 2.050 0.636 0.767
O 1.364 0.274 1.744
O 1.354 1.098 -0.366
C 0.039 1.292 -0.315
C -0.810 0.981 -1.351
K 6.193 -0.201 2.071
H -0.357 1.535 0.677
H -0.378 0.924 -2.353
H -1.787 1.469 -1.252
Mg 0.228 -1.038 2.598
C -1.421 -1.114 -1.083
C -2.266 -1.262 0.085
O -1.808 -1.415 1.223
H -0.422 -1.551 -0.997
H -3.316 -0.933 -0.014
H -1.926 -1.261 -2.042
*
```

---

[4]
This record from the OMol25 dataset describes C5H6LiMgO4Tl as an isolated structure in a non-equilibrium geometry. The level of theory is the ωB97M-V functional and the def2-TZVPD basis.

HOMO energy   -14.36 eV
Orbital gap   0.211 Eh

```
! RIJCOSX wB97M-V def2-TZVPD def2/J DEFGRID3
* xyz 2 1
O 0.549 -0.656 0.128
C 1.453 -0.304 0.933
O 1.871 0.903 0.824
Mg 0.435 1.317 -0.619
Li 3.470 1.708 1.329
O -1.346 1.309 -1.329
Tl -1.137 -1.725 -0.628
C -2.025 0.235 -1.262
O -3.243 0.431 -1.745
C -4.306 -0.354 -1.219
H -5.210 0.266 -1.227
H -4.469 -1.249 -1.834
H -4.065 -0.648 -0.190
C 1.951 -1.217 1.970
C 1.346 -1.378 3.151
H 2.858 -1.764 1.711
H 1.751 -2.057 3.900
H 0.404 -0.884 3.404
*
```

---

[5]
This record from the OMol25 dataset describes an isolated ion of composition C5H6N and charge +1 in a non-equilibrium geometry. The level of theory is the ωB97M-V functional and the def2-TZVPD basis.

HOMO energy   -14.08 eV
Orbital gap   0.306 Eh

```
! RIJCOSX wB97M-V def2-TZVPD def2/J DEFGRID3
* xyz 1 1
C 2.170 -0.356 -0.415
C -0.952 0.681 -0.194
C -1.021 -0.828 -0.066
C 0.378 0.740 0.615
C 0.245 -0.809 0.758
N 1.579 0.610 -0.050
H 2.806 -1.174 -0.750
H -0.754 1.271 -1.119
H -1.674 1.102 0.439
H -2.034 -1.146 0.289
H -1.015 -1.523 -0.951
H 0.272 1.431 1.445
*
```

---

[6]
This record from the OMol25 dataset describes an isolated ion of composition C5H6N and charge +1 in a non-equilibrium geometry. The level of theory is the ωB97M-V functional and the def2-TZVPD basis.

HOMO energy (alpha / beta)   -13.26 / -13.26 eV
Orbital gap (alpha / beta)   0.268 / 0.268 Eh

```
! RIJCOSX wB97M-V def2-TZVPD def2/J DEFGRID3
* xyz 1 1
C 2.346 0.443 0.179
C 0.294 1.001 1.108
C 1.985 -0.777 -0.314
C 0.559 -0.667 -0.586
C -0.164 0.199 0.204
N -1.709 0.058 0.016
H 2.631 -1.551 -0.710
H 0.155 -0.940 -1.533
H -0.084 1.748 1.657
H -1.884 -0.680 -0.662
H -2.010 1.009 -0.325
H -2.120 0.158 0.967
*
```

---

[7]
This record from the OMol25 dataset describes an isolated ion of composition C5H6N and charge +1 in a non-equilibrium geometry. The level of theory is the ωB97M-V functional and the def2-TZVPD basis.

HOMO energy   -15.38 eV
Orbital gap   0.407 Eh
SMILES   c1cc1=[N+]1CC1

```
! RIJCOSX wB97M-V def2-TZVPD def2/J DEFGRID3
* xyz 1 1
C -0.587 1.841 1.721
C -0.354 2.454 0.565
C -0.241 0.878 0.764
C 0.384 -0.683 -1.171
C 0.210 -1.560 -0.065
N -0.024 -0.184 0.129
H -0.853 1.936 2.732
H 0.113 3.088 -0.208
H 1.375 -0.563 -1.474
H -0.432 -0.786 -1.932
H -0.776 -2.254 0.099
H 1.019 -1.963 0.474
*
```

---

[8]
This record from the OMol25 dataset describes C5H6N as an isolated structure in a non-equilibrium geometry. The level of theory is the ωB97M-V functional and the def2-TZVPD basis.

HOMO energy   -16.39 eV
Orbital gap   0.448 Eh

```
! RIJCOSX wB97M-V def2-TZVPD def2/J DEFGRID3
* xyz 1 1
C 1.325 0.043 1.270
C -0.068 -0.313 1.224
C 1.318 0.209 -0.194
C -0.238 -0.310 -0.200
C -1.243 -0.267 -1.176
N 0.443 1.069 0.634
H 2.027 0.218 1.989
H -0.756 -0.578 2.041
H 1.819 0.754 -0.901
H -0.792 -0.372 -2.223
H -1.831 0.731 -1.281
H -2.004 -1.185 -1.182
*
```